[1]
Density functional theory data (wB97M-V/def2-TZVPD) for the molecule C5H9Cl in a non-equilibrium geometry.

Output
* Kohn-Sham gap: 0.38446 hartree
* calculated total energy: -656.07674 Ha
* energy relative to the best compared isomer or geometry (same formula, charge and spin): 13.2 kcal/mol
* SMILES: C=C(Cl)CCC
* highest occupied orbital energy: -9.45 eV

Element x y z (Å)
C  -0.65715  -1.67810  -1.28722
C  0.07143  -1.40056  -0.21623
Cl  1.75538  -1.80820  -0.27677
C  -0.33651  -0.47440  0.87240
C  0.47826  0.79626  0.92303
C  0.16123  1.72237  -0.28078
H  -0.26816  -2.36406  -2.09338
H  -1.70018  -1.36758  -1.33168
H  -0.37011  -1.06974  1.82252
H  -1.36886  -0.19039  0.62336
H  1.60360  0.58584  1.01416
H  0.22540  1.29017  1.83928
H  -0.80823  2.15847  -0.14939
H  0.88070  2.56755  -0.24280
H  0.33321  1.23237  -1.21648

Atoms 1-6, force components in eV/Å:
C -0.02 -1.42 -0.71
C 0.06 0.72 -1.21
Cl 0.41 -0.42 0.32
C -0.65 -1.00 0.50
C 1.56 0.01 -0.34
C 1.85 0.49 1.59

Atomic partial charges in e from the natural (NBO) method, atoms 1 to 6: -0.421, -0.003, -0.024, -0.458, -0.394, -0.615

[2]
Density functional theory data (wB97M-V/def2-TZVPD) for the molecule C5H9Cl in a non-equilibrium geometry.

Output
* Kohn-Sham gap: 0.41111 hartree
* calculated total energy: -656.06993 Ha
* energy relative to the best compared isomer or geometry (same formula, charge and spin): 17.5 kcal/mol
* SMILES: C[C@H]1C[C@@H]1CCl
* highest occupied orbital energy: -10.03 eV

Element x y z (Å)
C  -1.45564  -1.39359  0.09748
C  -0.51381  -0.33718  -0.41252
C  -0.71915  1.13663  -0.09530
C  0.48943  0.40446  0.45841
C  1.83672  0.76412  -0.01481
Cl  2.91628  -0.70746  -0.04445
H  -2.30555  -1.44681  -0.56452
H  -0.95012  -2.35424  0.01827
H  -1.76711  -1.33544  1.10696
H  -0.05915  -0.58095  -1.37195
H  -0.55477  1.75058  -0.92964
H  -1.53550  1.41432  0.54026
H  0.45360  0.05155  1.46710
H  2.39437  1.41522  0.71155
H  1.77040  1.21879  -0.96683

Atoms 1-6, force components in eV/Å:
C 1.10 -0.62 -1.10
C 0.74 0.79 0.19
C 0.35 -1.64 0.19
C -1.35 -0.53 0.22
C 1.11 -0.17 1.78
Cl -0.23 0.22 -0.36

Atomic partial charges in e from the natural (NBO) method, atoms 1 to 6: -0.609, -0.204, -0.413, -0.263, -0.329, -0.109

[3]
Density functional theory data (wB97M-V/def2-TZVPD) for a structure of composition C5H9Cl in a non-equilibrium geometry.

Output
* Kohn-Sham gap: 0.36025 hartree
* calculated total energy: -655.88495 Ha
* energy relative to the best compared isomer or geometry (same formula, charge and spin): 133.6 kcal/mol
* highest occupied orbital energy: -9.00 eV

Element x y z (Å)
C  1.91190  1.78108  0.93177
C  0.96159  0.63862  1.61232
C  0.39449  -0.09076  0.38420
C  1.26718  -1.21141  -0.20344
C  -0.75276  0.15345  -0.21947
H  1.42942  2.10097  -0.11972
H  1.77241  3.11599  1.52471
H  3.11290  1.16872  1.12067
H  0.12412  1.09024  2.02745
H  1.30295  -0.30252  2.15719
H  2.25761  -1.74703  0.19018
H  1.68651  -0.81176  -1.34553
H  0.68321  -2.05171  -0.58036
H  -1.60681  0.77343  0.01935
Cl  -1.96804  -0.64483  -1.17801

Atoms 1-6, force components in eV/Å:
C 0.98 1.06 2.04
C 0.40 -0.49 -3.43
C 1.39 -2.01 -0.56
C 2.60 -0.26 -3.96
C -2.73 1.08 1.32
H 1.88 -1.38 2.15

Atomic partial charges in e from the natural (NBO) method, atoms 1 to 6: -0.643, -0.443, -0.006, -0.690, -0.253, 0.245

[4]
Density functional theory data (wB97M-V/def2-TZVPD) for a structure of composition C5H9Cl2CoO4.

Output
* spin multiplicity: 2
* Kohn-Sham gap (alpha / beta): 0.26884 / 0.27118 hartree
* calculated total energy: -2800.04952 Ha
* energy relative to the best compared isomer or geometry (same formula, charge and spin): 2.0 kcal/mol
* charge: -1
* highest occupied orbital energy (alpha / beta): -4.40 / -4.46 eV
* ⟨S²⟩: 0.816

Element x y z (Å)
Co  -0.42902  -0.16012  0.18503
Cl  1.62893  0.47155  -1.72753
C  1.30250  2.18943  -1.42763
Cl  0.71681  3.01733  -2.87687
H  2.23967  2.64535  -1.13150
H  0.54986  2.25518  -0.64907
C  0.08193  -2.48053  1.84071
C  -0.89770  -1.81638  0.86473
O  -1.95328  -2.38664  0.65340
H  -0.35688  -3.40219  2.22726
H  0.31398  -1.80401  2.65920
H  1.02580  -2.69967  1.33531
O  2.00007  0.68448  3.29692
C  1.76410  0.21068  2.20213
O  0.82051  0.56884  1.40510
H  2.41933  -0.60169  1.80580
C  -2.96013  -0.20050  -1.30870
O  -1.82810  0.39552  -0.78964
H  -2.79641  -0.58508  -2.32953
H  -3.79118  0.52136  -1.36616
H  -3.28373  -1.04605  -0.68809

Atoms 1-6, force components in eV/Å:
Co -0.66 0.33 0.13
Cl 0.19 0.13 -0.29
C 0.09 -0.20 0.07
Cl -0.02 0.04 -0.02
H -0.09 0.04 0.05
H 0.02 0.06 -0.05

Atomic partial charges in e from the natural (NBO) method, atoms 1 to 6: 0.889, -0.025, -0.384, -0.041, 0.218, 0.243

[5]
Density functional theory data (wB97M-V/def2-TZVPD) for a cluster of 2 separate species, C5H9ClFISi in total in a non-equilibrium geometry.

Output
* Kohn-Sham gap (alpha / beta): 0.25665 / 0.26600 hartree
* calculated total energy: -1342.95222 Ha
* energy relative to the best compared isomer or geometry (same formula, charge and spin): 115.2 kcal/mol
* highest occupied orbital energy (alpha / beta): -8.29 / -8.15 eV

Element x y z (Å)
C  -0.21195  1.03298  -2.65798
C  -0.49395  1.33550  -0.44402
C  1.97396  0.24938  0.89655
C  -1.01017  -0.47793  1.96396
C  -0.30743  -1.41945  -0.59044
F  -1.10025  1.89287  -3.16305
Si  0.14494  -0.05068  0.59806
Cl  1.30820  1.44572  -3.14365
I  -2.44286  2.14203  -0.27725
H  2.34260  1.27394  0.51422
H  2.12788  0.26598  2.00108
H  2.65498  -0.54220  0.47346
H  -0.77627  -1.41183  2.51657
H  -1.17201  0.34159  2.59924
H  -1.98677  -0.77944  1.51098
H  -0.01132  -2.41978  -0.28948
H  -1.29537  -1.42583  -0.90106
H  0.25578  -1.45286  -1.60719

Atoms 1-6, force components in eV/Å:
C -2.35 0.77 3.22
C -1.03 1.02 -2.72
C 1.12 0.76 0.27
C -0.69 -1.71 -0.19
C 3.80 -1.06 -2.28
F 0.28 -0.44 -0.12

Atomic partial charges in e from the natural (NBO) method, atoms 1 to 6: 0.316, -0.655, -1.124, -1.123, -1.095, -0.350

[6]
Density functional theory data (wB97M-V/def2-TZVPD) for the molecule C5H9ClFN in a non-equilibrium geometry.

Output
* Kohn-Sham gap: 0.37998 hartree
* calculated total energy: -810.69522 Ha
* energy relative to the best compared isomer or geometry (same formula, charge and spin): 18.3 kcal/mol
* SMILES: NC[C@H]1CC[C@@]1(F)Cl
* highest occupied orbital energy: -9.42 eV

Element x y z (Å)
N  -1.88053  -0.72161  0.62145
C  -0.50742  -1.26338  0.76086
C  0.46826  -0.45544  -0.00390
C  0.04474  0.10038  -1.35823
C  0.91065  1.33033  -0.97119
C  0.97968  0.91321  0.53604
F  2.24338  0.94303  1.04359
Cl  -0.21284  1.69600  1.59415
H  -2.62932  -1.38837  0.80113
H  -1.94792  0.03677  1.27859
H  -0.09764  -1.25667  1.80664
H  -0.43765  -2.27520  0.33897
H  1.35752  -1.01692  -0.22593
H  0.40333  -0.49653  -2.21501
H  -1.03646  0.22909  -1.45320
H  0.45146  2.31116  -1.13119
H  1.89074  1.31414  -1.42275

Atoms 1-6, force components in eV/Å:
N 0.49 -0.54 0.19
C -0.40 -0.59 0.88
C 0.30 -0.17 0.07
C 0.54 0.27 -0.02
C -0.93 1.50 0.05
C -0.60 -0.90 -2.71

Atomic partial charges in e from the natural (NBO) method, atoms 1 to 6: -0.856, -0.230, -0.262, -0.416, -0.432, 0.352

[7]
Density functional theory data (wB97M-V/def2-TZVPD) for the molecule C5H9ClFN in a non-equilibrium geometry.

Output
* Kohn-Sham gap: 0.37203 hartree
* calculated total energy: -810.67382 Ha
* energy relative to the best compared isomer or geometry (same formula, charge and spin): 31.7 kcal/mol
* SMILES: CN[C@@H]1[C@H](F)C[C@@H]1Cl
* highest occupied orbital energy: -9.23 eV

Element x y z (Å)
C  1.20574  1.93252  -0.17863
N  0.01876  1.06461  -0.41739
C  -0.11139  0.05691  0.63246
C  0.62096  -1.23262  0.24866
F  1.90917  -1.18343  -0.33794
C  -0.57280  -1.60981  -0.71395
C  -1.44003  -0.71598  0.29957
Cl  -2.83614  0.18673  -0.20028
H  2.15471  1.46493  -0.57531
H  0.97666  2.99044  -0.64502
H  1.40542  2.15877  0.91201
H  -0.84892  1.56682  -0.57776
H  -0.00600  0.38800  1.72088
H  0.72041  -2.04188  1.05253
H  -0.55174  -1.02247  -1.60697
H  -0.89558  -2.66639  -0.80107
H  -1.74924  -1.33715  1.18820

Atoms 1-6, force components in eV/Å:
C -0.30 1.69 -0.41
N 1.66 0.17 1.23
C -1.08 0.34 0.42
C 0.19 -2.11 -0.79
F -1.11 0.43 0.41
C -0.82 0.34 2.11

Atomic partial charges in e from the natural (NBO) method, atoms 1 to 6: -0.422, -0.652, -0.093, 0.200, -0.366, -0.434